# 1
21
Properties=species:S:1:pos:R:3 method="wB97M-V/def2-TZVPD" gap_ev=8.4474 e_tot_ha=-988.594047 fmax_ha_per_bohr=0.098 charge=0
C 0.35 -1.05 -1.44
C -1.19 2.28 0.69
C 1.20 -2.94 -0.30
C -0.61 0.06 -1.03
C 0.01 0.69 0.23
O 1.27 -1.02 -2.18
O -1.54 2.97 -0.22
O -0.83 1.01 -2.12
O 1.26 1.20 0.02
O -0.02 -0.05 1.38
O 0.16 -1.96 -0.43
P -1.71 1.86 2.36
H 2.03 -2.42 0.22
H 1.43 -3.25 -1.32
H 0.77 -3.72 0.31
H -1.56 -0.41 -0.81
H -0.03 1.64 -2.09
H 1.98 0.69 -0.32
H -0.70 -0.81 1.63
H -0.33 2.05 2.90
H -1.95 3.18 2.52

=====

# 2
16
Properties=species:S:1:pos:R:3 method="wB97M-V/def2-TZVPD" gap_ev=9.7394 e_tot_ha=-612.438682 fmax_ha_per_bohr=0.067 smiles="C=C[C@H]1C[P@]1(C)=O" charge=0
C -1.80 -0.18 0.14
C -0.93 -0.82 0.92
C 0.36 -1.29 0.39
C 0.84 -1.23 -1.10
P 1.68 -0.12 0.08
C 1.24 1.71 0.24
O 3.09 -0.32 0.50
H -1.67 -0.09 -0.86
H -2.67 0.24 0.44
H -1.24 -1.12 1.88
H 0.59 -2.12 0.98
H 1.38 -2.05 -1.59
H 0.13 -0.81 -1.78
H 0.17 1.94 0.10
H 1.25 1.87 1.29
H 2.14 2.19 -0.21

=====

# 3
16
Properties=species:S:1:pos:R:3 method="wB97M-V/def2-TZVPD" gap_ev=8.5217 e_tot_ha=-612.399642 fmax_ha_per_bohr=0.099 charge=0
C -0.38 0.98 1.57
C 0.49 -0.03 1.66
C -1.39 0.95 0.38
C -1.53 -0.46 -0.15
C 1.99 -1.07 -1.21
O -0.23 -2.67 1.06
P -0.04 -1.33 0.52
H -0.20 1.83 2.10
H 1.43 -0.11 2.16
H -2.35 1.38 0.45
H -0.72 1.52 -0.30
H -2.32 -1.11 0.07
H -1.51 -0.65 -1.21
H 2.76 -0.84 -0.30
H 2.30 -1.97 -1.70
H 1.60 -0.19 -1.73

=====

# 4
15
Properties=species:S:1:pos:R:3 method="wB97M-V/def2-TZVPD" gap_ev="8.0074 / 7.7432" e_tot_ha=-537.065963 fmax_ha_per_bohr=0.069 charge=0
C 0.22 0.78 1.05
C 1.34 0.11 0.89
C -0.64 1.21 -0.03
C -1.64 -1.26 -0.61
C 2.28 -0.44 -0.08
P -2.19 0.32 -0.53
H -0.10 0.88 2.08
H -0.85 2.29 0.09
H -0.09 1.12 -1.01
H -0.57 -1.54 -0.73
H -2.29 -2.16 -0.51
H 1.63 -1.09 -0.73
H 3.28 -0.91 0.26
H 2.61 0.41 -0.78
H -2.98 0.27 0.63

=====

# 5
15
Properties=species:S:1:pos:R:3 method="wB97M-V/def2-TZVPD" gap_ev=9.2316 e_tot_ha=-537.085884 fmax_ha_per_bohr=0.104 smiles="C/C=P/C.C#C" charge=0
C 1.12 -1.63 0.63
C 0.36 -0.71 -0.29
P 0.89 0.62 -1.17
C -0.55 1.28 -2.23
H 2.22 -1.20 0.85
H 1.47 -2.54 0.13
H 0.58 -1.68 1.50
H -0.71 -1.04 -0.28
H -0.02 1.57 -3.10
H -1.29 0.39 -2.52
H -1.01 2.04 -1.63
C -0.58 0.57 2.56
C -0.92 0.82 1.47
H -0.73 0.28 3.55
H -0.83 1.24 0.53

=====

# 6
15
Properties=species:S:1:pos:R:3 method="wB97M-V/def2-TZVPD" gap_ev="6.3762 / 6.4754" e_tot_ha=-536.992406 fmax_ha_per_bohr=0.242 spin_multiplicity=3 charge=0
C 0.00 -1.30 0.37
C 0.55 -2.26 -0.33
C -0.01 -0.83 1.78
C 0.08 1.44 -1.35
C -0.62 1.52 0.01
P -1.33 -0.13 0.48
H 0.24 -2.37 -1.37
H 1.21 -2.78 0.29
H -0.36 -1.67 2.49
H 0.71 0.02 2.03
H 1.09 0.77 -1.42
H -0.64 0.94 -1.90
H 0.37 2.44 -1.67
H -1.38 2.20 -0.19
H 0.09 2.01 0.76

=====

# 7
181
Properties=species:S:1:pos:R:3 method="wB97M-V/def2-TZVPD" gap_ev="6.4839 / 2.2411" e_tot_ha=-3949.033471 fmax_ha_per_bohr=0.130 spin_multiplicity=2 charge=+1
C 0.51 -2.06 -1.85
C 1.09 -1.61 -0.50
N 1.05 -0.16 -0.19
C 1.77 0.69 -1.26
C -0.45 0.32 -0.08
C -0.62 1.82 0.21
C 1.83 0.08 1.14
C 1.18 -0.57 2.39
O 0.04 0.22 2.80
C -0.43 -0.23 4.05
H -0.58 -2.06 -1.91
H 0.98 -3.03 -2.01
H 0.84 -1.53 -2.74
H 2.13 -1.91 -0.36
H 0.45 -2.17 0.17
H 1.88 1.76 -1.06
H 1.18 0.67 -2.17
H 2.78 0.28 -1.36
H -0.94 -0.34 0.63
H -0.92 0.06 -1.03
H -0.37 2.41 -0.67
H -0.12 2.26 1.07
H -1.65 2.03 0.48
H 1.91 1.17 1.16
H 2.84 -0.27 0.92
H 1.94 -0.57 3.17
H 0.82 -1.59 2.23
H 0.32 -0.05 4.82
H -0.58 -1.31 4.04
H -1.38 0.24 4.31
Cl 5.25 1.95 1.17
O 5.50 0.83 1.97
O 4.90 1.45 -0.11
O 4.26 2.75 1.77
O 6.44 2.75 1.04
C -2.96 4.19 -1.95
C -3.77 3.64 -3.09
C -5.06 2.95 -2.57
C -5.98 3.75 -1.74
N -6.64 4.41 -1.01
H -2.47 3.43 -1.35
H -3.48 4.79 -1.20
H -2.18 4.77 -2.45
H -3.13 3.04 -3.74
H -3.92 4.45 -3.80
H -4.81 2.03 -2.04
H -5.68 2.59 -3.40
C -0.91 4.55 3.01
C -1.99 4.91 1.97
C -3.46 4.52 2.31
C -3.67 3.16 2.75
N -3.88 2.08 3.08
H -1.09 3.58 3.47
H -0.97 5.29 3.82
H 0.10 4.55 2.60
H -1.65 4.50 1.02
H -1.98 6.00 1.88
H -3.95 4.68 1.36
H -3.84 5.22 3.06
C 0.78 2.02 6.99
C 1.31 3.21 6.19
C 1.87 2.78 4.86
C 2.94 1.76 4.87
N 3.71 0.91 4.92
H 1.38 1.12 7.04
H -0.22 1.82 6.59
H 0.47 2.33 7.99
H 2.06 3.75 6.76
H 0.58 4.01 6.07
H 2.30 3.65 4.38
H 1.07 2.53 4.16
C 0.62 -4.60 -4.53
C 0.59 -5.12 -5.95
C 0.41 -6.72 -5.92
C -0.71 -7.09 -5.09
N -1.60 -7.38 -4.39
H -0.29 -4.77 -3.96
H 0.77 -3.52 -4.56
H 1.41 -5.03 -3.92
H 1.47 -4.85 -6.53
H -0.27 -4.72 -6.49
H 1.31 -7.20 -5.53
H 0.25 -7.22 -6.88
C -2.19 0.00 -4.36
C -2.72 -1.16 -5.27
C -3.88 -0.81 -6.22
C -5.14 -0.63 -5.55
N -6.22 -0.49 -5.01
H -1.81 0.75 -5.06
H -1.35 -0.29 -3.72
H -2.92 0.36 -3.64
H -3.05 -2.02 -4.69
H -1.85 -1.44 -5.88
H -3.91 -1.56 -7.01
H -3.55 0.11 -6.71
C -0.29 -6.20 5.35
C -1.75 -5.94 4.73
C -1.84 -5.86 3.20
C -0.99 -4.80 2.59
N -0.38 -3.92 2.13
H -0.27 -6.03 6.42
H 0.44 -5.47 4.99
H 0.24 -7.14 5.18
H -2.14 -4.99 5.08
H -2.45 -6.67 5.15
H -2.87 -5.74 2.87
H -1.50 -6.77 2.70
C -0.90 5.67 -5.30
C 0.22 5.88 -4.23
C 1.14 4.71 -3.98
C 0.34 3.52 -3.64
N -0.26 2.59 -3.34
H -1.22 4.63 -5.33
H -0.38 5.95 -6.22
H -1.76 6.30 -5.09
H -0.21 5.96 -3.24
H 0.75 6.83 -4.28
H 1.86 4.77 -3.17
H 1.66 4.46 -4.90
C 2.23 7.55 2.77
C 3.16 6.32 2.62
C 3.29 5.89 1.16
C 2.16 5.19 0.66
N 1.30 4.56 0.23
H 1.19 7.25 2.67
H 2.44 8.25 1.96
H 2.39 8.08 3.70
H 2.91 5.41 3.16
H 4.16 6.65 2.89
H 4.14 5.21 1.13
H 3.53 6.75 0.53
N 4.76 -2.78 0.78
C 4.99 -1.91 -0.21
C 4.65 -2.60 -1.40
C 4.14 -3.91 -1.03
C 4.26 -4.01 0.36
H 4.81 -2.54 1.76
H 5.39 -0.93 0.01
H 4.72 -2.20 -2.40
H 3.91 -4.68 -1.75
H 4.09 -4.80 1.07
N 5.06 -3.40 4.56
C 4.77 -4.73 4.41
C 3.48 -4.82 3.99
C 2.97 -3.53 3.68
C 3.95 -2.68 4.18
H 5.95 -3.02 4.82
H 5.53 -5.42 4.77
H 2.96 -5.75 3.84
H 1.99 -3.20 3.38
H 3.95 -1.61 4.25
N -4.47 -2.10 -2.49
C -4.73 -1.05 -1.66
C -3.77 -1.05 -0.60
C -3.01 -2.20 -0.86
C -3.44 -2.89 -1.95
H -5.13 -2.40 -3.20
H -5.62 -0.51 -1.95
H -3.67 -0.36 0.22
H -2.15 -2.52 -0.30
H -3.22 -3.82 -2.45
N -4.56 -3.69 4.61
C -5.38 -3.99 3.55
C -4.70 -3.59 2.36
C -3.58 -2.86 2.77
C -3.52 -2.90 4.15
H -4.73 -4.01 5.56
H -6.31 -4.46 3.83
H -5.08 -3.69 1.36
H -2.98 -2.24 2.13
H -2.85 -2.42 4.85
N 3.15 -1.41 -4.74
C 3.59 -0.23 -4.16
C 2.74 0.81 -4.58
C 1.64 0.24 -5.22
C 1.95 -1.09 -5.40
H 3.56 -2.33 -4.67
H 4.42 -0.17 -3.47
H 2.80 1.88 -4.47
H 0.79 0.78 -5.62
H 1.48 -1.86 -5.99

=====

# 8
220
Properties=species:S:1:pos:R:3 method="wB97M-V/def2-TZVPD" gap_ev=8.3534 e_tot_ha=-5993.376019 fmax_ha_per_bohr=0.106 charge=+4
C -14.60 15.02 6.37
C -14.66 14.66 4.93
N -14.22 13.34 4.53
C -13.56 13.03 3.32
C -13.43 11.63 3.28
N -14.01 11.09 4.41
C -14.37 12.12 5.20
C -14.03 9.68 4.73
H -15.39 14.35 6.71
H -14.93 16.03 6.59
H -13.68 14.82 6.93
H -14.06 15.41 4.43
H -15.68 14.82 4.58
H -13.39 13.86 2.65
H -13.12 10.99 2.47
H -14.87 12.02 6.16
H -14.55 9.52 5.68
H -13.05 9.21 4.77
H -14.68 9.22 3.98
C -20.66 18.62 7.71
C -21.74 17.66 8.37
N -22.17 18.18 9.68
C -21.47 18.86 10.68
C -22.28 19.10 11.69
N -23.55 18.66 11.40
C -23.45 18.03 10.15
C -24.74 18.84 12.20
H -19.70 18.86 8.16
H -21.07 19.59 7.42
H -20.34 18.05 6.83
H -21.40 16.63 8.47
H -22.65 17.58 7.78
H -20.43 19.12 10.56
H -22.26 19.71 12.58
H -24.31 17.72 9.58
H -25.21 17.88 12.39
H -25.38 19.48 11.59
H -24.54 19.31 13.16
C -15.58 17.11 12.90
C -15.83 17.00 14.39
N -14.90 16.07 15.09
C -13.59 16.29 15.22
C -13.07 15.39 16.17
N -14.06 14.44 16.37
C -15.13 14.82 15.68
C -13.98 13.32 17.18
H -15.02 17.99 12.58
H -16.55 17.06 12.41
H -15.00 16.29 12.47
H -16.83 16.62 14.58
H -15.83 17.95 14.93
H -13.19 17.17 14.74
H -12.06 15.29 16.55
H -16.08 14.31 15.70
H -13.01 12.82 17.13
H -14.71 12.62 16.78
H -14.31 13.50 18.20
C -16.94 17.63 1.85
C -16.37 17.18 0.43
N -15.83 18.28 -0.33
C -14.81 19.13 0.15
C -14.42 19.99 -0.83
N -15.20 19.70 -1.97
C -16.08 18.66 -1.59
C -14.97 20.28 -3.27
H -17.49 16.73 2.09
H -17.71 18.40 1.74
H -16.20 17.96 2.58
H -17.20 16.87 -0.21
H -15.64 16.36 0.40
H -14.52 19.00 1.18
H -13.71 20.80 -0.86
H -16.74 18.11 -2.24
H -15.32 19.56 -4.01
H -13.90 20.43 -3.41
H -15.57 21.19 -3.39
C -14.73 14.23 -3.92
C -14.22 13.37 -2.74
N -15.16 13.47 -1.60
C -14.71 13.58 -0.30
C -15.80 13.67 0.56
N -16.91 13.42 -0.24
C -16.52 13.19 -1.49
C -18.31 13.48 0.08
H -14.93 15.28 -3.71
H -15.67 13.81 -4.26
H -13.98 14.27 -4.71
H -13.24 13.76 -2.45
H -14.02 12.31 -2.95
H -13.68 13.73 0.00
H -15.92 13.83 1.62
H -17.17 13.28 -2.35
H -18.81 14.11 -0.66
H -18.47 13.87 1.08
H -18.70 12.46 0.04
C -19.97 10.27 7.19
C -19.43 9.18 6.29
N -19.37 7.98 7.05
C -20.39 7.20 7.52
C -19.87 6.09 8.14
N -18.51 6.24 8.17
C -18.20 7.43 7.53
C -17.59 5.37 8.99
H -19.44 10.32 8.14
H -21.04 10.08 7.17
H -19.86 11.27 6.77
H -18.43 9.43 5.94
H -20.04 9.05 5.40
H -21.40 7.46 7.24
H -20.28 5.16 8.51
H -17.21 7.78 7.27
H -16.73 5.97 9.29
H -17.14 4.59 8.37
H -18.18 5.05 9.85
C -18.17 16.46 10.06
C -17.65 15.12 9.53
N -17.93 14.91 8.08
C -17.92 13.70 7.47
C -18.16 13.79 6.14
N -18.41 15.12 5.92
C -18.14 15.85 7.10
C -18.88 15.66 4.66
H -17.60 17.27 9.61
H -18.15 16.45 11.15
H -19.25 16.43 9.89
H -18.22 14.29 9.96
H -16.60 14.99 9.79
H -17.70 12.81 8.05
H -18.37 12.96 5.48
H -18.18 16.91 7.28
H -18.62 15.10 3.76
H -18.65 16.72 4.63
H -19.97 15.70 4.60
C -15.74 19.57 10.21
C -15.78 20.55 8.93
N -14.44 20.85 8.49
C -14.12 21.94 7.68
C -12.77 21.78 7.31
N -12.24 20.71 8.03
C -13.26 20.11 8.67
C -10.77 20.43 8.18
H -15.08 19.98 10.98
H -15.37 18.56 10.07
H -16.76 19.52 10.58
H -16.33 21.44 9.26
H -16.41 20.21 8.12
H -14.86 22.70 7.46
H -12.05 22.39 6.78
H -13.16 19.39 9.47
H -10.18 21.28 8.53
H -10.44 20.17 7.18
H -10.65 19.59 8.86
C -11.31 9.15 13.18
C -10.53 10.38 12.56
N -11.39 11.53 12.48
C -11.55 12.57 13.38
C -12.33 13.56 12.81
N -12.80 13.07 11.62
C -12.19 11.83 11.40
C -13.71 13.70 10.80
H -12.03 8.77 12.45
H -11.67 9.43 14.17
H -10.59 8.38 13.44
H -10.24 10.09 11.55
H -9.65 10.71 13.11
H -11.05 12.56 14.33
H -12.56 14.49 13.32
H -12.29 11.25 10.49
H -14.22 12.97 10.17
H -13.02 14.12 10.07
H -14.29 14.48 11.28
C -20.13 19.48 3.91
C -21.05 20.56 4.40
N -22.43 20.19 4.17
C -22.97 19.52 3.10
C -24.33 19.46 3.18
N -24.66 20.18 4.31
C -23.48 20.48 4.96
C -26.01 20.51 4.79
H -20.26 19.51 2.83
H -20.30 18.47 4.30
H -19.17 19.74 4.37
H -20.94 21.52 3.90
H -20.94 20.70 5.48
H -22.41 19.13 2.26
H -25.05 19.02 2.52
H -23.45 20.90 5.96
H -26.14 21.59 4.78
H -26.21 20.11 5.78
H -26.84 20.07 4.23
B -16.25 18.56 5.99
F -15.33 19.47 5.58
F -15.79 18.15 7.20
F -17.49 19.13 6.09
F -16.42 17.39 5.17
B -17.78 13.78 13.43
F -16.53 13.90 12.71
F -17.64 13.00 14.57
F -18.12 15.02 13.76
F -18.69 13.23 12.60
B -16.22 10.01 8.95
F -16.48 8.84 9.72
F -15.88 9.70 7.58
F -17.32 10.79 8.96
F -15.14 10.63 9.57
B -21.20 16.69 1.37
F -22.18 17.35 0.65
F -21.07 15.41 0.89
F -20.05 17.41 1.10
F -21.53 16.72 2.68
B -17.54 12.06 3.01
F -17.31 13.41 3.26
F -18.70 11.88 2.43
F -16.57 11.54 2.22
F -17.51 11.36 4.21
B -22.43 14.21 7.29
F -21.37 15.02 6.89
F -22.99 14.87 8.39
F -23.21 14.09 6.14
F -21.94 12.99 7.75